A 3-piece molecular cluster, C29H56N2O7S overall in a non-equilibrium geometry, computed with ωB97M-V/def2-TZVPD.

Geometry as ORCA input:
```
! wB97M-V def2-TZVPD RIJCOSX def2/J DEFGRID3
* xyz 0 3
S 0.62101 -3.22981 -3.15882
O -4.03870 -0.69703 -2.46335
O -0.20760 -3.75809 -1.88723
O 5.55766 -4.63407 3.37438
O 1.94657 2.66755 1.86337
O 1.76259 -4.09854 -3.28895
O 4.62024 -3.28022 1.88355
O -0.16388 -3.30674 -4.34921
N -4.72414 0.27237 -3.01630
N 2.90085 2.44165 2.72288
C 3.36511 1.05906 4.73396
C 2.29072 1.83762 3.94474
C 1.62360 2.87531 4.85727
C -7.47190 -0.66828 -3.50879
C 1.24812 0.77061 3.59525
C -3.97057 -0.78969 -5.15884
C 1.82025 -2.21288 0.93315
C 3.99061 4.36681 1.54799
C 3.56299 -4.08005 1.29341
C 5.06923 3.40629 3.49329
C -6.30176 -1.15065 -4.35937
C 1.33036 -1.55857 -2.91062
C 2.17029 -3.54958 1.64629
C -5.13343 -0.15899 -4.38872
C 2.94807 4.71756 3.78481
C -5.30925 0.72610 -0.61767
C 5.61263 -4.14098 2.32568
C 0.80301 -0.02346 -0.76696
C 3.67749 3.70489 2.89535
C -0.00589 0.94171 -1.67341
C 6.75756 -4.43565 1.34970
C -5.81327 0.64891 -2.06499
C 0.03725 -2.98454 -0.68495
C 2.47615 4.11655 5.10649
C 1.48567 -2.46442 -0.56344
C 1.63415 -1.15987 -1.43774
C -6.29458 2.08446 -2.36531
C -7.00332 -0.31849 -2.10118
C -5.52052 1.06349 -5.24871
H 3.94689 0.41539 4.07118
H 6.80445 -5.53207 1.26756
H 3.32820 3.87244 5.74702
H 3.63280 -5.10146 1.71200
H -3.11186 -0.11608 -5.20209
H -6.08757 1.12943 0.03147
H -0.14442 -3.64663 0.17623
H -5.55284 0.79126 -6.30464
H -3.64345 -1.73373 -4.72337
H 1.66204 0.02259 2.91557
H 2.69853 -0.88381 -1.37288
H 4.05255 1.69620 5.28579
H -4.43615 1.37720 -0.53662
H -5.95993 -2.11471 -3.96754
H 2.12136 -3.44569 2.74051
H 1.36856 2.41367 5.81432
H 2.90021 0.41615 5.48293
H 2.07760 5.11865 3.25427
H 0.91229 0.25177 4.49406
H 0.87093 -1.88814 1.40159
H 0.35450 1.19427 3.13589
H 6.59430 -3.96366 0.37354
H 3.59979 5.57139 3.98723
H -6.92178 2.16129 -3.25055
H 2.58875 -1.44388 1.09010
H -4.78849 1.86633 -5.14255
H 3.74804 -4.18503 0.20983
H 0.48551 1.22390 -2.61519
H -6.73198 -1.24900 -1.59047
H -6.65048 -1.34325 -5.37720
H -7.83875 0.10459 -1.53764
H 5.73042 4.26516 3.36781
H -0.73161 -2.19802 -0.63079
H -6.50686 1.46492 -5.02646
H 2.28980 -1.62465 -3.44263
H -8.23048 -1.45261 -3.45410
H -7.95928 0.19325 -3.97410
H 4.50602 3.67292 0.88037
H -6.90386 2.46446 -1.54366
H -5.04631 -0.25271 -0.21695
H 0.10777 -0.38639 0.00596
H -0.93783 0.41744 -1.96956
H 5.53916 2.55867 2.99100
H 4.63884 5.23140 1.69491
H 1.44516 -4.33460 1.36950
H 2.22671 -3.19996 -0.91951
H -0.34428 1.81202 -1.09365
H 1.51982 0.60658 -0.20809
H -5.44783 2.76361 -2.48174
H -4.27005 -1.01052 -6.18383
H 5.05640 3.20917 4.56273
H 0.70604 -0.87238 -3.49847
H 1.88789 4.85674 5.65377
H 3.09634 4.73027 1.04232
H 7.71963 -4.09110 1.75556
H 0.67540 3.19663 4.41223
*
```

Properties
- M: 576.841 g/mol
- HOMO energy (spin up / spin down): -8.70 / -9.44 eV
- <S²>: 2.01
- LUMO energy (spin up / spin down): 0.5 / 0.0 eV
- Maximum force: 0.0643 hartree/bohr
- Total energy: -59124.28524 eV